Formula: C49H135N7O22
Source: OMol25
Level of theory: ωB97M-V/def2-TZVPD

XYZ file:
```
213
Properties=species:S:1:pos:R:3:forces:R:3:mulliken_charge:R:1
C 20.343 17.114 24.261 -1.38 -0.39 -0.29 -0.7793
O 20.116 17.621 22.955 0.15 0.08 0.24 0.4035
H 20.841 16.146 24.212 0.47 0.11 0.29 0.1469
H 20.776 17.840 24.949 0.43 -0.06 -0.09 0.3215
H 19.338 16.908 24.632 -0.02 -0.10 0.30 0.2653
H 20.950 17.997 22.663 0.17 0.36 -0.52 -0.0147
C 17.397 17.332 11.179 1.18 0.55 -0.57 -0.5195
O 16.158 17.592 11.818 0.40 -0.56 0.24 -0.4533
H 17.988 16.533 11.625 -0.45 -0.42 0.12 0.2100
H 17.236 17.153 10.116 0.09 -0.13 -0.06 0.3343
H 18.091 18.167 11.277 -0.44 0.40 -0.04 0.1325
H 15.852 16.693 11.960 -0.83 0.09 0.35 0.2333
C 22.959 14.157 19.189 -0.03 -0.13 1.04 -0.8985
O 22.819 15.465 19.744 0.52 -0.56 -0.48 -0.3772
H 23.059 14.064 18.108 0.48 0.59 -0.14 0.3064
H 23.815 13.752 19.729 0.05 -0.39 -0.43 0.3704
H 22.089 13.537 19.404 -0.19 -0.09 0.33 0.1477
H 22.161 15.895 19.193 -0.57 0.35 -0.05 0.2686
C 16.203 23.757 17.047 -0.92 -1.34 0.10 -0.5770
O 16.079 22.883 18.203 0.02 0.68 -0.60 -0.4858
H 15.865 23.153 16.206 0.17 0.25 -0.41 0.2433
H 15.502 24.586 17.146 0.53 0.36 0.00 0.2905
H 17.253 24.011 16.896 -0.22 0.24 0.27 0.2295
H 15.144 22.806 18.409 0.01 -0.11 0.14 0.2409
C 18.760 23.961 19.859 -0.30 -0.07 -0.11 -0.9585
O 18.288 22.685 19.547 1.06 -1.05 0.01 -0.0360
H 19.801 23.916 20.180 -0.06 -0.05 0.16 0.1893
H 18.731 24.576 18.959 -0.04 0.53 0.14 0.4179
H 18.114 24.333 20.654 0.29 0.75 0.09 0.2921
H 17.522 22.781 18.976 -0.49 -0.16 0.12 0.1591
C 21.370 21.491 16.230 0.05 1.24 -0.62 -0.9672
O 20.805 20.316 15.622 1.15 1.50 0.72 -0.4736
H 21.756 22.137 15.441 0.26 -0.33 -0.18 0.4776
H 20.703 22.178 16.751 -1.13 -0.36 -0.14 0.2495
H 22.134 21.424 17.004 0.52 -1.19 -0.25 0.2909
H 20.360 19.858 16.338 -0.72 -1.09 0.30 0.0778
C 18.707 20.695 12.532 0.89 0.24 0.98 0.0656
O 20.060 20.912 13.008 -0.64 0.04 -1.51 -0.5691
H 18.078 21.502 12.907 -0.26 -0.03 -0.06 0.2508
H 18.662 20.697 11.443 0.37 0.09 0.05 0.3770
H 18.310 19.740 12.877 -0.07 -0.09 0.09 -0.3958
H 20.213 20.564 13.889 -0.32 -0.18 0.48 0.2784
O 14.568 19.923 12.490 -0.17 0.50 0.30 -0.6443
H 15.108 19.169 12.251 0.42 -0.52 -0.19 0.4099
H 13.723 19.755 12.072 -0.18 0.00 -0.16 0.2798
C 17.693 19.467 24.613 -0.48 0.75 -0.96 -0.2581
O 17.027 20.669 24.204 -0.07 1.39 0.76 -0.4354
C 17.870 21.828 24.046 1.32 -1.13 -0.23 -0.9982
C 18.743 21.748 22.765 -0.70 0.00 1.26 0.3167
N 20.046 21.105 22.909 0.46 1.32 -0.49 -0.3342
C 20.712 21.185 21.592 -0.33 -1.51 0.90 0.4429
C 22.119 20.590 21.610 -0.73 0.52 -0.54 -1.1990
O 22.135 19.172 21.822 -0.55 0.85 -0.06 -0.1367
C 23.450 18.684 21.913 0.32 -0.16 -0.12 -0.8137
H 16.976 18.841 25.142 -0.07 0.04 -0.15 0.3316
H 18.536 19.651 25.278 0.20 0.11 -0.09 0.3792
H 17.977 19.025 23.658 0.56 -0.71 0.47 -0.2082
H 18.563 21.932 24.881 0.15 -0.34 0.39 0.4221
H 17.344 22.782 24.082 -0.85 -0.49 -0.36 0.3967
H 18.932 22.782 22.479 0.08 0.03 -0.27 0.2659
H 18.106 21.291 22.007 0.00 -0.06 -0.42 -0.0708
H 20.078 20.190 23.335 -0.38 -0.20 -0.41 0.1923
H 20.735 22.222 21.255 0.31 0.10 0.25 0.0109
H 20.071 20.682 20.867 0.14 -0.18 -0.37 -0.0797
H 22.680 21.183 22.332 0.32 -0.50 0.50 0.4989
H 22.571 20.800 20.641 0.19 -0.10 -0.28 0.4094
H 23.463 17.601 21.792 -0.33 -0.06 0.28 0.0222
H 23.860 18.989 22.876 0.40 -0.11 -0.01 0.3449
H 24.057 19.050 21.086 0.19 0.33 0.00 0.3354
C 28.169 21.784 15.427 -0.54 -1.96 0.96 -0.7610
O 27.650 20.462 14.987 0.00 2.15 -0.20 -0.3897
C 26.369 20.679 14.368 -0.01 -0.17 0.62 -0.5870
C 25.280 20.877 15.408 -0.26 0.32 0.62 -0.5832
N 25.256 19.805 16.423 0.70 1.50 -1.00 -0.3908
C 24.466 18.658 16.082 -0.07 -0.28 1.54 0.6320
C 24.785 17.560 17.116 -0.69 -1.07 -0.73 -0.5712
O 25.884 16.772 16.716 1.10 0.15 -0.26 -0.4554
C 26.428 16.060 17.817 -0.66 -0.10 -0.39 -0.5034
H 29.100 21.569 15.953 0.40 0.13 -0.79 0.3050
H 27.569 22.155 16.257 -0.50 0.20 -0.20 0.3090
H 28.190 22.527 14.630 0.32 -0.25 -0.10 0.3003
H 26.107 19.797 13.785 0.37 -0.03 -0.16 0.3645
H 26.399 21.570 13.741 0.09 -0.06 -0.37 0.3960
H 24.337 21.040 14.886 -0.28 -0.38 0.08 0.0103
H 25.433 21.794 15.976 0.18 0.26 -0.18 0.4306
H 26.247 19.614 16.455 0.24 -0.83 0.49 0.3074
H 24.530 18.291 15.057 0.37 -0.29 -0.16 0.2472
H 23.444 19.013 16.212 -0.37 -0.40 0.01 -0.2297
H 23.959 16.852 17.179 -0.61 0.05 0.10 0.1673
H 24.980 17.874 18.141 -0.22 0.89 -0.05 0.3610
H 27.236 15.417 17.470 0.08 0.33 -0.02 0.2988
H 25.657 15.418 18.243 -0.16 -0.22 0.17 0.0907
H 26.729 16.750 18.606 0.37 0.06 0.05 0.3046
C 13.792 12.409 20.871 -0.02 0.27 -0.51 -0.9175
O 13.210 13.512 20.199 1.44 0.13 -0.64 -0.1756
C 12.310 14.251 20.934 -2.16 0.42 0.53 -0.5765
C 11.876 15.608 20.365 0.74 -0.28 -0.84 -0.8708
N 12.881 16.658 20.353 -0.40 -0.34 1.05 -0.2963
C 13.970 16.448 19.439 0.31 1.52 -0.12 0.3844
C 14.933 17.646 19.537 1.38 -0.49 -0.35 -0.3394
O 15.730 17.587 20.743 -0.21 0.46 0.06 -0.3793
C 16.670 18.677 20.887 -0.03 -1.13 -0.42 0.2644
H 13.024 11.861 21.416 0.09 -0.25 0.07 0.4342
H 14.615 12.693 21.526 -0.15 0.32 0.42 0.3188
H 14.268 11.804 20.098 -0.35 -0.25 0.01 0.2473
H 12.543 14.420 21.985 0.76 -0.14 0.23 0.3841
H 11.384 13.676 20.953 -0.47 -0.28 0.27 0.4482
H 10.992 15.931 20.914 0.10 0.02 0.25 0.3978
H 11.546 15.502 19.332 -0.09 -0.25 -0.17 0.3228
H 13.295 16.681 21.274 0.01 0.35 0.37 0.2897
H 13.528 16.440 18.442 0.20 0.02 -0.30 -0.1691
H 14.529 15.520 19.560 0.07 -0.08 0.13 -0.0101
H 14.534 18.651 19.396 -0.80 -0.08 0.37 0.5397
H 15.607 17.556 18.685 0.44 -0.13 -0.22 -0.1654
H 17.281 18.734 19.987 -0.19 0.32 -0.38 -0.2948
H 17.405 18.425 21.651 -0.37 -0.24 0.32 -0.4721
H 16.218 19.637 21.136 -0.25 -0.01 -0.15 0.5270
C 20.993 17.076 13.378 -0.73 0.47 -0.26 -0.4910
O 19.803 16.327 13.552 0.54 -0.48 0.00 -0.6012
C 19.188 16.666 14.749 -2.29 0.28 0.52 1.3798
C 17.889 15.827 14.874 0.72 -0.12 0.30 -0.0380
N 18.226 14.408 15.048 -1.14 0.20 -0.64 -0.3159
C 18.616 14.045 16.400 -0.18 0.02 0.25 -0.4296
C 17.481 14.299 17.452 0.29 -0.21 -1.95 -0.1423
O 17.857 13.768 18.650 0.60 -0.91 2.67 -0.4871
C 16.857 13.729 19.713 0.51 0.08 -1.52 -0.8733
H 21.633 17.025 14.259 0.38 -0.45 -0.12 0.2351
H 20.705 18.125 13.304 0.15 0.33 -0.24 0.0833
H 21.428 16.752 12.432 0.33 -0.01 0.34 0.3808
H 18.872 17.709 14.756 0.16 0.53 -0.16 -0.1998
H 19.810 16.546 15.636 0.41 -0.26 0.06 -0.2917
H 17.278 15.949 13.979 0.20 -0.02 -0.28 -0.3553
H 17.238 16.178 15.675 0.35 0.08 0.13 -0.3040
H 19.037 14.336 14.451 0.12 -0.74 -0.14 0.4144
H 19.586 14.524 16.528 0.05 0.20 1.36 0.2244
H 18.784 12.969 16.453 0.11 -0.06 -0.17 0.2821
H 16.637 13.714 17.087 -0.48 0.18 -0.40 0.7608
H 17.198 15.351 17.470 -0.05 0.27 0.43 -0.3502
H 15.958 13.233 19.348 -0.30 0.38 -0.26 0.6252
H 16.682 14.759 20.023 -0.33 -0.06 0.31 0.2594
H 17.179 13.093 20.538 0.55 0.25 -0.19 0.1911
C 17.687 8.887 25.638 -0.48 0.58 0.32 -0.7661
O 17.995 10.246 25.343 1.82 -0.39 0.89 -0.3240
C 17.372 10.752 24.207 -0.79 -0.28 -0.30 -0.8130
C 17.717 12.207 23.838 -0.49 -1.77 -0.46 -0.1239
N 18.934 12.199 23.079 1.32 0.49 -0.11 -0.3674
C 19.255 13.520 22.521 1.35 -0.51 1.10 0.1734
C 20.799 13.692 22.406 -1.35 0.53 -2.22 -0.5000
O 21.539 13.508 23.538 0.92 -0.37 2.44 -0.4588
C 22.954 13.592 23.316 -0.44 0.18 -0.35 -0.4848
H 18.276 8.487 26.463 0.44 0.55 -0.08 0.2580
H 17.814 8.195 24.805 -0.09 0.20 -0.33 0.3029
H 16.666 8.874 26.019 -0.40 -0.34 -0.29 0.3146
H 16.316 10.560 24.393 -0.61 0.58 -0.39 0.5295
H 17.648 10.184 23.319 0.08 -0.30 -0.16 0.3246
H 17.740 12.866 24.705 -0.38 0.30 -0.02 0.3785
H 17.003 12.429 23.044 -0.81 0.64 0.64 0.0728
H 19.681 12.022 23.735 0.37 -0.34 0.03 0.3139
H 18.861 14.286 23.189 0.00 0.45 0.06 0.3531
H 18.829 13.688 21.532 0.10 -0.15 0.01 -0.5562
H 20.900 14.700 22.004 0.38 0.44 -0.04 0.2242
H 21.177 13.037 21.621 -0.09 -0.35 -0.27 0.5249
H 23.294 12.726 22.747 -0.08 0.15 -0.60 0.3255
H 23.603 13.573 24.192 -0.91 -0.01 0.68 0.2955
H 23.150 14.553 22.841 0.25 -0.13 -0.52 0.0440
C 11.866 18.885 14.597 0.27 -1.26 0.33 -0.3878
O 11.641 17.481 14.335 0.50 -0.92 0.36 -0.4458
C 12.701 16.519 14.787 -0.86 2.14 0.61 0.8485
C 12.353 15.090 14.455 0.17 1.54 -2.19 -1.0305
N 12.407 15.021 12.953 0.47 -1.13 1.37 -0.1122
C 12.035 13.714 12.463 -0.89 0.39 -1.61 -0.7540
C 11.629 13.803 10.949 0.53 -0.33 1.29 -0.6434
O 10.591 14.743 10.808 -0.43 1.25 -1.95 -0.3259
C 10.400 15.062 9.379 0.43 -0.70 0.42 -0.7720
H 10.934 19.432 14.459 -0.08 -0.32 -0.12 0.2760
H 12.630 19.314 13.948 0.14 -0.10 0.00 0.0468
H 12.171 18.998 15.637 0.12 0.20 0.15 0.2171
H 12.843 16.557 15.867 -0.37 0.44 0.41 -0.0862
H 13.626 16.932 14.385 0.21 -0.66 -0.47 -0.2787
H 11.392 14.823 14.895 -0.40 0.09 -0.17 0.3936
H 13.076 14.439 14.946 0.33 -0.08 -0.42 0.3802
H 11.858 15.736 12.498 -0.34 0.11 0.45 0.2826
H 11.141 13.310 12.938 -0.20 -0.08 0.47 0.3393
H 12.847 13.003 12.617 0.06 -0.08 -0.19 0.3510
H 11.248 12.831 10.635 0.26 -0.28 -0.19 0.4513
H 12.495 14.099 10.357 0.13 -0.03 -0.18 0.3662
H 11.322 15.345 8.870 0.49 0.16 0.48 0.3113
H 9.700 15.862 9.138 -0.21 -0.06 0.97 0.2797
H 10.089 14.179 8.821 -0.32 -0.29 0.24 0.3138
C 15.868 18.413 15.468 -0.86 -0.70 -1.02 -1.2632
O 16.664 18.757 16.546 0.56 0.27 0.47 0.2841
C 17.390 19.969 16.328 0.10 -0.51 0.73 -0.6614
C 18.351 20.131 17.538 -1.86 0.29 -1.09 -0.2151
N 19.245 19.022 17.554 1.48 0.46 0.37 2.3151
C 20.129 19.047 18.743 0.35 -1.51 -1.53 -0.3153
C 21.192 17.937 18.503 -0.66 0.73 1.03 0.1396
O 20.713 16.578 18.572 1.94 0.45 -2.26 0.1323
C 19.650 16.264 19.386 -0.41 1.07 1.77 0.3530
H 16.352 18.083 14.549 1.03 0.19 -0.06 0.3050
H 15.231 19.217 15.100 -0.42 0.20 0.44 0.5593
H 15.306 17.515 15.723 -0.39 0.30 0.41 0.2232
H 16.686 20.797 16.244 -0.05 0.21 0.12 0.4884
H 17.887 19.847 15.366 0.53 0.31 -0.02 -0.2180
H 17.755 20.161 18.450 -0.32 0.22 0.12 0.2503
H 18.855 21.095 17.480 0.25 -0.11 -0.06 -0.0102
H 18.725 18.159 17.485 -0.03 -0.14 0.05 -1.0332
H 19.528 18.989 19.651 0.37 -0.16 0.31 -0.3059
H 20.734 19.953 18.750 -0.33 0.33 0.00 0.8146
H 22.047 18.115 19.155 -0.14 -0.43 0.87 -0.2732
H 21.665 18.159 17.547 -0.58 -0.58 -0.54 -0.7166
H 19.630 15.212 19.673 -0.01 -0.03 -0.75 0.3624
H 18.730 16.632 18.932 -0.44 -0.44 0.14 -0.6667
H 19.809 16.793 20.326 -0.44 0.11 0.43 -0.1582
```
Forces are in eV/Å.

Values from the calculation:
LUMO level: 0.27 eV
Net charge: 0
2S+1: 1